[1]
Computed, not measured: C43H38ClLuP2 as an isolated structure at a distorted geometry, with ωB97M-V with the def2-TZVPD basis set.

The geometry in XYZ format:
```
85
Properties=species:S:1:pos:R:3:mulliken_charge:R:1
C -3.213 2.825 -0.550 -0.4282
C -2.099 2.597 -1.375 0.6991
C -2.283 2.587 -2.768 -0.8178
C -3.540 2.828 -3.315 -0.8106
C -4.639 3.083 -2.492 -0.4689
C -4.471 3.053 -1.106 -0.7270
P -0.488 2.129 -0.624 1.4519
C 0.731 2.639 -1.916 0.8834
C 1.412 1.652 -2.654 -0.0180
C 2.276 2.061 -3.678 -0.8731
C 2.457 3.417 -3.969 -0.6159
C 1.788 4.392 -3.218 -0.6874
C 0.938 3.999 -2.179 -0.2076
Lu 0.324 -0.457 -0.253 1.1876
P -2.333 -0.805 -0.148 0.6996
C -3.111 -0.784 -1.799 0.9221
C -4.473 -0.487 -1.957 -0.8828
C -5.035 -0.459 -3.235 -0.5889
C -4.245 -0.694 -4.365 -0.6464
C -2.875 -0.939 -4.213 -0.7863
C -2.307 -0.994 -2.943 -0.3305
C -1.823 -2.583 0.137 0.8859
C -1.010 -2.876 1.261 -0.4179
C -0.661 -4.208 1.507 -0.9985
C -1.052 -5.219 0.629 -0.5638
C -1.822 -4.917 -0.495 -0.6632
C -2.225 -3.605 -0.733 -0.8414
C -3.425 -0.370 1.231 0.7097
C -3.019 0.600 2.175 -0.4090
C -3.845 0.905 3.254 -0.4721
C -5.059 0.222 3.429 -0.6230
C -5.428 -0.783 2.527 -0.6930
C -4.610 -1.093 1.436 -0.4751
C -0.276 3.323 0.750 0.6655
C -0.920 4.570 0.778 -0.2274
C -0.725 5.444 1.854 -0.8269
C 0.121 5.086 2.908 -0.6208
C 0.764 3.841 2.884 -0.7164
C 0.579 2.966 1.814 -0.4281
H -0.721 -2.094 1.984 0.5821
H -0.080 -4.452 2.395 0.5578
H -0.766 -6.255 0.826 0.4511
H -2.127 -5.708 -1.182 0.4581
H -2.835 -3.350 -1.603 0.4100
H -5.082 -0.274 -1.078 0.4834
H -6.098 -0.235 -3.347 0.4703
H -4.696 -0.681 -5.359 0.4274
H -2.251 -1.097 -5.096 0.4313
H -1.233 -1.209 -2.858 0.2924
H -2.057 1.109 2.068 0.2427
H -3.550 1.673 3.970 0.4698
H -5.710 0.467 4.270 0.4218
H -6.357 -1.338 2.672 0.4299
H -4.876 -1.897 0.747 0.5090
H -1.585 4.862 -0.036 0.4783
H -1.237 6.408 1.861 0.4379
H 0.281 5.776 3.738 0.4264
H 1.419 3.563 3.708 0.4589
H 1.102 2.003 1.805 0.2066
H 1.263 0.563 -2.485 -0.1334
H 2.807 1.310 -4.261 0.4459
H 3.116 3.724 -4.783 0.4083
H 1.924 5.453 -3.434 0.4482
H 0.431 4.747 -1.566 0.3865
H -1.434 2.398 -3.424 0.4233
H -3.673 2.814 -4.396 0.4564
H -5.616 3.309 -2.921 0.0958
H -5.330 3.222 -0.458 0.4144
H -3.096 2.832 0.533 0.6368
H -7.708 3.484 -2.362 0.0322
H -7.728 3.653 -1.629 0.0020
Cl 2.688 -4.079 1.023 -0.2054
C 3.891 -2.895 1.318 0.7877
C 5.165 -3.318 1.684 -0.5404
C 6.199 -2.382 1.831 -0.4851
C 5.935 -1.032 1.599 -0.7274
C 4.659 -0.597 1.252 -0.6745
C 3.576 -1.518 1.142 0.1963
C 2.248 -1.067 0.783 -0.2704
H 5.345 -4.375 1.849 0.4242
H 7.187 -2.728 2.119 0.3925
H 6.743 -0.305 1.699 0.3764
H 4.466 0.463 1.054 0.3855
H 2.288 -0.036 0.305 0.2008
H 1.570 -1.938 0.408 -0.3614
```

Values from the calculation:
Total charge ... +2
HOMO level ... -12.43 eV
HOMO-LUMO gap ... 0.2126 Ha
Lowest unoccupied orbital energy ... -6.65 eV
Multiplicity ... 1
Calculated total energy ... -109911.91392 eV
Energy relative to the best compared isomer or geometry (same formula, charge and spin) ... 0.0 kcal/mol

[2]
Computed, not measured: a 2-piece molecular cluster, CH2BrNO4 overall at a distorted geometry, with ωB97M-V with the def2-TZVPD basis set.

The geometry in XYZ format:
```
9
Properties=species:S:1:pos:R:3:mulliken_charge:R:1
C 0.770 -0.277 -0.159 0.6247
N -0.436 0.360 0.463 0.5036
O -1.172 -0.530 1.137 -0.4101
O -0.331 1.508 0.905 -0.4713
O 0.814 -1.436 -0.275 -0.4235
O 1.527 0.672 -0.540 -0.3962
Br -2.092 0.404 -1.560 -0.2117
H -1.527 -1.344 0.797 0.3943
H 2.447 0.642 -0.767 0.3902
```

Values from the calculation:
Total charge ... 0
HOMO level (spin up / spin down) ... -10.27 / -9.57 eV
HOMO-LUMO gap (spin up / spin down) ... 0.3219 / 0.2512 Ha
Lowest unoccupied orbital energy (spin up / spin down) ... -1.51 / -2.74 eV
Multiplicity ... 1
Calculated total energy ... -80787.06523 eV
Energy relative to the best compared isomer or geometry (same formula, charge and spin) ... 68.6 kcal/mol

[3]
Computed, not measured: a 2-piece molecular cluster, C23H34N3O3 overall, with ωB97M-V with the def2-TZVPD basis set.

The geometry in XYZ format:
```
63
Properties=species:S:1:pos:R:3:mulliken_charge:R:1
C 4.026 -3.809 0.360 -0.6983
O 5.011 -2.814 0.236 -0.4204
C 4.727 -1.848 -0.764 -0.0925
C 6.022 -1.439 -1.447 -0.6729
C 5.866 -0.767 -2.830 -0.9382
C 4.559 -0.023 -3.087 -0.4491
C 4.404 1.245 -2.247 -0.5354
C 3.008 1.892 -2.366 -1.1136
C 2.193 1.850 -1.074 -0.7442
C 1.521 0.480 -0.827 -0.0356
C 0.232 0.619 -0.076 -0.1215
C 0.207 0.923 1.275 -0.1088
C -0.988 1.099 1.979 -0.9105
C -2.155 0.973 1.307 -0.4449
N -2.127 0.668 -0.005 0.0955
C -0.996 0.474 -0.714 0.3553
N -1.114 0.250 -2.062 -0.5551
C -1.450 -0.887 -2.541 0.9950
C -1.588 -0.978 -4.033 -1.2234
C -1.705 -2.108 -1.703 -1.3093
H 3.922 -4.385 -0.566 0.3333
H 3.051 -3.384 0.628 0.2385
H 4.342 -4.486 1.150 0.2722
H 4.256 -0.987 -0.277 0.0305
H 4.024 -2.271 -1.490 0.3922
H 6.592 -0.792 -0.780 0.3395
H 6.596 -2.358 -1.564 0.3564
H 6.678 -0.048 -2.956 0.3092
H 6.010 -1.526 -3.599 0.3603
H 4.542 0.276 -4.137 0.4512
H 3.696 -0.678 -2.942 0.1441
H 4.615 1.028 -1.198 0.3792
H 5.149 1.960 -2.596 0.4020
H 3.114 2.935 -2.659 0.3578
H 2.442 1.376 -3.145 0.4974
H 1.412 2.612 -1.116 0.5296
H 2.828 2.092 -0.220 0.4310
H 1.352 -0.014 -1.781 0.3936
H 2.177 -0.161 -0.236 -0.1278
H 1.152 1.030 1.793 0.4968
H -0.989 1.334 3.031 0.4637
H -3.115 1.094 1.782 0.4184
H -3.009 0.586 -0.494 0.3678
H -1.698 -2.000 -4.376 0.4058
H -0.716 -0.520 -4.498 0.3233
H -2.457 -0.394 -4.339 0.2967
H -0.836 -2.355 -1.093 0.3177
H -1.924 -2.963 -2.336 0.4263
H -2.565 -1.971 -1.047 0.3001
C -7.210 2.537 5.689 -0.4434
C -6.016 1.885 5.971 -0.4195
C -5.455 1.029 5.038 -0.3463
C -6.110 0.849 3.833 0.2296
C -7.302 1.482 3.531 -0.4093
C -7.851 2.334 4.474 -0.4412
N -5.517 -0.050 2.833 1.0048
O -4.467 -0.606 3.110 -0.6009
O -6.091 -0.185 1.772 -0.6101
H -7.644 3.204 6.421 0.3900
H -5.524 2.039 6.921 0.3801
H -4.534 0.505 5.245 0.4532
H -7.789 1.309 2.583 0.4525
H -8.783 2.838 4.261 0.3816
```

Values from the calculation:
Total charge ... +1
HOMO level ... -11.64 eV
HOMO-LUMO gap ... 0.2985 Ha
Lowest unoccupied orbital energy ... -3.51 eV
Multiplicity ... 1
Calculated total energy ... -35006.50360 eV
Energy relative to the best compared isomer or geometry (same formula, charge and spin) ... 0.0 kcal/mol

[4]
Computed, not measured: a 2-piece molecular cluster, C5H10O overall, with ωB97M-V with the def2-TZVPD basis set.

The geometry in XYZ format:
```
16
Properties=species:S:1:pos:R:3:mulliken_charge:R:1
C -2.657 0.581 0.045 -0.5481
O -1.573 -0.139 -0.154 -0.2362
C -0.350 0.235 0.036 -0.4980
C 0.715 -0.751 -0.205 0.1357
C 2.131 -0.396 0.156 -0.6417
C 1.752 -0.521 -1.288 -0.5607
H -1.870 0.698 2.018 0.0229
H -2.563 1.661 0.010 0.3197
H -3.570 0.070 -0.226 0.2224
H -0.148 1.303 0.111 0.4360
H -1.109 0.605 2.104 0.0298
H 0.407 -1.781 -0.041 0.3347
H 2.751 -1.168 0.602 0.2476
H 2.311 0.601 0.549 0.2447
H 1.669 0.390 -1.874 0.2458
H 2.103 -1.386 -1.844 0.2454
```

Values from the calculation:
Total charge ... 0
HOMO level (spin up / spin down) ... -7.22 / -6.97 eV
HOMO-LUMO gap (spin up / spin down) ... 0.2984 / 0.2881 Ha
Lowest unoccupied orbital energy (spin up / spin down) ... 0.90 / 0.87 eV
Multiplicity ... 1
Calculated total energy ... -7389.46723 eV
Energy relative to the best compared isomer or geometry (same formula, charge and spin) ... 122.2 kcal/mol

We obtain M values of 827.145, 171.934, 400.543, 86.134 g/mol for the records listed above, in that order.